Record 1
ORCA calculation (the ωB97M-V functional and the def2-TZVPD basis) on a cluster of 2 separate species, C6H12O in total.

Calculated values
energy above the lowest of the compared OMol25 structures with the same formula, charge and spin = 3.1454 eV
SMILES string = C=C(C)/C=C/C.O
energy = -310.943681 Eh
frontier orbital gap = 9.485 eV
LUMO = 0.80 eV

XYZ file:
```
19
Properties=species:S:1:pos:R:3:mulliken_charge:R:1
O 1.4716 -1.6268 -1.0877 -0.63
C -1.3497 -0.1310 0.4010 0.55
H -1.4242 -1.6201 -1.2870 0.24
H -1.0845 -0.3584 2.5698 0.38
H -1.9504 -0.1560 -1.6391 0.42
C -0.2888 0.9885 0.0551 -0.69
C 1.9552 1.8186 0.0526 -1.39
H 2.0636 -0.9304 -1.4371 0.31
C -1.5501 -0.6050 1.6478 -0.79
H -2.1333 -1.6216 1.7804 0.20
C 1.0479 0.7512 0.2646 0.11
H -0.7028 1.8441 -0.4931 0.35
H -3.0070 -1.2145 -0.6771 0.38
H 1.8013 -1.6930 -0.1778 0.36
H 1.5192 2.8822 0.1147 0.32
H 1.3282 -0.2155 0.7332 0.61
H 2.0849 1.9603 -1.0734 0.28
C -2.0062 -0.7484 -0.7893 -1.38
H 2.8825 1.6939 0.4973 0.38
```

Record 2
ORCA calculation (the ωB97M-V functional and the def2-TZVPD basis) on an isolated molecule of C20H20FN5O4S.

Calculated values
energy above the lowest of the compared OMol25 structures with the same formula, charge and spin = 0.0000 eV
SMILES string = Cn1c(=O)c2c(SCC(=O)N3CCOCC3)nc(-c3ccccc3F)nc2n(C)c1=O
energy = -1847.019926 Eh
frontier orbital gap = 8.584 eV
LUMO = -0.27 eV

XYZ file:
```
51
Properties=species:S:1:pos:R:3:mulliken_charge:R:1
C -2.1609 -0.7802 -2.0442 -0.63
C -3.2166 2.3523 3.2229 -0.74
S 2.5214 1.1124 1.5669 -0.19
F -1.2962 2.4302 -0.5935 -0.41
H 1.2415 2.2893 3.1798 0.50
N 0.6514 -0.9207 -1.9271 -0.50
C -1.7657 2.3350 2.7417 -0.35
H 6.3712 -1.3069 -0.2157 0.37
C -3.4787 0.2619 2.1305 0.31
N -1.2577 0.9774 2.7986 0.25
H -1.1684 2.9902 3.3835 0.48
C 3.9797 -2.2551 -2.2786 0.66
H 0.5471 2.4769 1.5423 0.37
C 1.8289 0.3688 0.1792 -0.06
O 4.5798 -3.0301 -2.9868 -0.65
H -2.5287 -0.1502 4.0332 0.23
H -3.6295 3.3588 3.1240 0.39
O 0.3848 -0.5363 2.5615 -0.70
H -1.8076 -1.0049 2.6546 0.47
C 0.9711 1.7761 2.2575 -0.62
C 1.9332 -2.6672 -3.5402 -1.04
N 4.6101 -1.5891 -1.2451 -0.03
C 6.0215 -1.8846 -1.0681 -1.13
H 2.6675 -3.2249 -4.1171 0.37
H -4.0860 -1.3533 -2.7663 0.42
C 2.6088 -0.4688 -0.6352 -0.19
N 0.5496 0.5867 -0.1049 -0.39
H 6.1550 -2.9509 -0.8885 0.32
O -4.0533 1.5209 2.4532 -0.41
C -3.3449 1.6419 -1.3947 -0.42
H -4.2549 -0.4954 2.2786 0.36
C 0.0267 -0.0487 -1.1403 -0.01
C 4.0135 -0.6801 -0.3830 1.03
H -1.6822 -1.7134 -2.2942 0.51
H -1.7250 2.7171 1.7162 0.13
H 1.1896 -3.3466 -3.1240 0.30
C -2.0052 1.4190 -1.1342 0.61
C 1.9430 -1.1209 -1.6774 0.77
C -2.2541 -0.0620 2.9757 -0.85
C -3.5013 -0.5723 -2.3052 -0.73
H -3.7821 2.5939 -1.1376 0.45
O 4.6283 -0.1124 0.4991 -0.68
N 2.6331 -1.9881 -2.4685 -0.02
H -3.2575 2.0651 4.2841 0.33
H 6.5726 -1.6099 -1.9671 0.33
C 0.0203 0.6219 2.5393 0.48
H -5.1446 0.7991 -2.1733 0.40
C -4.0966 0.6356 -1.9755 -0.42
H 1.4286 -1.9321 -4.1651 0.33
C -1.3864 0.2087 -1.4400 0.35
H -3.1943 0.2661 1.0689 -0.37
```